# C5H10O

2 unconnected molecules or ions with the total composition C5H10O (ωB97M-V/def2-TZVPD, the OMol25 dataset).

Properties
LUMO level = 1.1 eV
SMILES = C1=CC1.CCO
highest occupied orbital energy = -9.56 eV

Each line ends with the Mulliken charge.
Positions of all 16 atoms, in Å:
H: 0.262 1.160 0.475  0.12
C: 0.521 0.354 2.474  -1.02
C: 0.604 -0.015 -2.329  -0.36
H: -0.724 -0.869 0.351  0.27
H: 0.212 -2.446 -2.186  0.36
H: -0.996 1.620 1.614  0.30
O: -1.231 -0.239 0.880  -0.51
C: 0.021 -1.385 -2.148  -0.24
H: -0.096 -0.082 3.266  0.26
H: 1.232 0.421 -1.548  0.13
C: -0.355 0.789 1.309  -0.06
H: 1.067 1.208 2.889  0.33
H: -1.814 -0.044 -1.852  0.32
H: 1.251 -0.401 2.161  0.30
C: -0.812 -0.405 -2.022  -0.43
H: 0.857 0.335 -3.332  0.23

Atoms 1-3, force components in eV/Å:
H -0.108 -0.120 0.126
C 0.038 -0.039 0.038
C 0.276 0.249 -0.075


# C44H46BN9O7STi

A molecular structure, C44H46BN9O7STi (ωB97M-V/def2-TZVPD, the OMol25 dataset).

Properties
LUMO level (spin up / spin down) = 4.0 / 4.0 eV
spin multiplicity = 3
net charge = -2
highest occupied orbital energy (spin up / spin down) = 0.24 / -2.66 eV

Each line ends with the Mulliken charge.
Positions of all 109 atoms, in Å:
H: 4.043 -1.609 0.679  -0.15
H: 2.498 -0.958 -4.847  0.34
Ti: -0.279 -0.625 -0.314  0.07
H: -0.925 -4.363 -3.828  0.41
C: 1.148 -0.982 2.507  -0.60
C: 0.109 3.284 5.856  -0.64
H: 1.522 4.961 2.009  0.41
C: 3.860 -4.991 2.565  0.84
C: 0.553 3.703 -4.007  -1.93
C: -0.844 -3.534 0.651  -0.85
C: -4.874 -1.582 0.494  -0.61
H: -0.348 0.438 2.370  -0.24
H: 1.042 0.921 1.681  0.18
C: 0.982 -3.987 -4.767  -0.42
C: -0.397 3.110 3.498  0.82
H: 4.546 0.061 0.415  0.18
H: 6.472 -4.555 0.422  0.40
C: 1.937 -3.020 -5.056  -0.71
H: 0.775 3.616 6.644  0.36
H: -0.344 4.272 -3.765  0.33
N: -2.116 0.692 -0.224  1.37
H: -2.970 -2.338 3.752  0.36
C: -1.881 2.151 5.147  -0.67
H: 0.688 3.721 -5.090  0.41
C: -0.179 -3.625 -4.098  -0.47
O: 8.051 -2.336 0.705  -0.77
C: -3.117 -1.081 2.031  0.61
H: -3.436 3.362 -3.016  0.25
H: -2.781 1.594 5.377  0.42
H: -5.331 1.181 -0.648  0.51
C: 4.816 -5.279 1.594  -0.67
H: 6.499 -0.988 -0.851  0.30
C: -0.059 3.359 2.091  0.01
C: 3.804 -0.983 -1.328  -1.24
H: 2.176 -1.012 2.132  -0.22
O: 1.965 0.333 -0.542  -0.68
O: 1.565 -1.758 -1.151  -0.53
C: 0.436 3.535 4.531  -0.76
C: 0.809 1.187 -4.322  -1.18
N: 0.450 0.116 1.837  0.24
C: 0.862 4.258 1.523  -1.20
H: 1.359 4.049 4.288  0.33
N: -0.159 0.460 -2.437  0.22
H: 2.731 -6.790 2.217  0.34
C: 4.561 -0.944 -0.013  0.01
C: -3.843 3.381 -2.003  -1.59
C: 5.765 -4.342 1.214  -0.66
H: 1.995 5.620 -0.499  0.40
N: -0.110 1.821 -2.418  0.52
C: 3.905 -3.746 3.195  -0.16
C: -4.625 -2.892 2.492  -0.42
C: -1.563 2.412 3.823  -0.04
H: 2.856 -3.296 -5.563  0.35
C: -1.050 2.590 6.171  -0.45
O: 0.829 -3.319 2.941  -0.89
H: -1.301 2.384 7.204  0.37
C: -4.253 1.210 -0.655  -1.27
N: -0.687 2.685 1.142  -0.26
N: -0.258 -2.315 1.146  0.98
H: 1.245 1.195 -5.309  0.56
H: -1.283 -2.045 -3.168  0.36
H: -4.940 -3.717 3.120  0.35
N: -2.167 1.833 -0.949  0.19
C: 0.442 2.277 -3.575  0.92
H: 4.157 -0.208 -2.015  0.37
H: 1.202 -0.864 3.595  0.58
C: -1.679 -3.247 -0.609  0.16
H: -4.931 3.416 -2.069  0.39
O: -1.606 -2.055 -1.071  -0.17
H: 1.406 4.214 -3.564  0.21
B: -0.914 2.630 -1.366  -1.47
C: 1.733 -1.706 -4.666  -0.67
O: -2.376 -4.152 -1.088  -0.87
H: -2.254 -0.492 2.301  0.36
C: 5.775 -3.106 1.837  -0.02
H: -5.372 -1.399 -0.451  0.39
H: -0.085 -4.283 0.389  0.27
C: 0.515 -2.344 2.194  0.22
H: 4.793 -6.242 1.097  0.31
H: -3.495 4.298 -1.526  0.22
H: 1.151 -5.019 -5.050  0.36
H: -1.255 3.644 -1.932  -0.21
H: -2.205 2.067 3.021  0.46
C: 2.331 -0.781 -1.003  1.43
H: 2.893 -6.344 3.924  0.32
C: 0.743 4.054 0.164  0.70
C: -0.393 -2.305 -3.724  -0.11
C: -3.368 0.327 -0.019  -0.38
H: 4.877 -1.828 3.305  0.37
C: 1.494 4.746 -0.917  -1.55
H: -1.500 -4.020 1.381  0.45
H: -6.142 -3.232 1.008  0.32
H: 1.814 -5.399 2.880  0.24
C: 0.570 -1.337 -3.988  0.63
C: 2.761 -5.950 2.913  -1.28
C: 4.864 -2.807 2.843  -0.24
H: 2.259 4.096 -1.351  0.22
N: 5.928 -1.456 -0.159  -0.19
C: -3.531 -2.122 2.851  -0.77
H: 3.125 -3.494 3.903  0.21
S: 6.789 -1.825 1.182  1.40
O: 6.835 -0.740 2.132  -0.72
C: -3.774 -0.815 0.843  0.16
H: 0.835 5.075 -1.718  0.22
N: -0.184 3.088 -0.040  1.46
H: 3.928 -1.961 -1.793  0.31
C: -5.301 -2.620 1.312  -0.78
C: 0.403 0.067 -3.576  -0.38
C: -3.443 2.169 -1.227  0.64

Atoms 1-3, force components in eV/Å:
H 0.019 0.001 0.071
H -0.008 -0.019 -0.013
Ti 0.751 -0.295 -0.014


# C36H65NO12

11 unconnected molecules or ions with the total composition C36H65NO12 (ωB97M-V/def2-TZVPD, the OMol25 dataset).

Properties
LUMO level = -0.6 eV
SMILES = O=[N+]([O-])c1ccccc1.CC(C)=O.CC(C)=O.CC(C)=O.CC(C)=O.CC(C)=O.CC(C)=O.CC(C)=O.CC(C)=O.CC(C)=O.CC(C)=O
highest occupied orbital energy = -8.95 eV

Each line ends with the Mulliken charge.
Positions of all 114 atoms, in Å:
H: 1.553 -4.335 2.170  0.02
O: 3.644 -2.475 1.173  -0.53
H: 2.935 3.833 -3.888  0.17
H: -1.588 -3.765 -4.099  0.44
H: 1.384 7.527 -2.818  0.41
H: 1.055 4.540 2.253  0.28
C: -2.036 -0.373 -0.037  -0.51
H: 1.372 -4.647 0.404  0.04
C: 3.849 -1.678 3.395  -1.14
H: -0.283 -4.164 5.746  0.32
H: 0.411 3.789 -1.508  -0.64
C: 0.314 -1.706 0.693  -0.50
C: 2.138 4.508 2.339  -0.37
H: -1.604 -6.269 0.186  -0.11
H: -2.789 -2.319 -0.538  0.38
H: -2.058 -4.226 -2.427  0.02
O: -3.143 -3.532 4.652  -0.58
H: -2.126 3.936 -2.073  -0.60
C: 2.709 5.142 3.585  0.66
C: -3.312 3.939 -3.845  0.41
H: 2.576 4.972 1.453  0.22
H: 3.923 2.396 -3.939  0.39
H: 2.509 6.242 -2.209  0.39
H: 4.083 -0.188 0.245  0.14
H: 0.555 -5.591 -4.847  0.39
C: 3.075 -6.723 0.172  -1.09
O: 0.310 -4.797 -1.788  -0.36
H: 2.971 -6.162 -0.756  0.20
C: -3.638 -5.751 -0.230  0.91
C: 2.383 1.635 -1.806  -0.45
H: 0.720 -5.788 1.630  0.48
H: -5.011 -7.348 0.180  0.37
H: 1.073 0.288 1.091  0.74
C: 4.258 -0.193 1.316  -0.81
H: -1.286 7.115 -0.079  -0.09
H: -4.536 5.392 0.288  0.37
C: -1.333 -4.446 5.875  -1.15
C: 0.377 5.831 -2.055  0.64
C: -1.500 -4.514 -3.316  -1.00
H: -2.909 5.141 -0.351  -0.40
H: 2.308 -7.504 0.166  0.34
H: -0.787 -5.419 3.522  0.33
H: 1.845 -5.315 -3.680  0.31
H: -1.760 8.508 0.957  0.35
H: -5.118 -6.713 -1.425  0.34
H: -2.303 -5.018 2.676  0.06
H: 2.505 3.479 2.254  -0.06
C: 2.498 4.384 4.864  -1.11
H: -3.997 5.800 -4.630  0.38
H: 2.714 3.324 4.720  0.27
H: -3.151 4.958 1.389  0.30
N: -0.986 1.767 0.458  1.02
C: -0.786 -2.415 0.233  -0.25
H: -2.026 -6.418 -1.508  0.01
H: 3.410 1.929 -1.588  0.32
H: 1.443 4.443 5.154  0.30
H: 3.759 0.624 1.838  0.06
C: 0.921 -4.901 -4.086  -1.39
H: 3.265 -0.874 3.851  0.28
H: -0.162 4.832 -0.236  0.07
H: -2.339 5.413 -4.987  0.25
C: -3.478 5.507 0.503  -0.22
H: -1.372 3.114 -3.484  0.13
C: 1.523 -5.090 1.387  -0.27
C: -4.974 -6.411 -0.381  -1.45
C: -0.058 -4.741 -2.945  0.93
C: -2.297 3.295 -2.935  0.50
H: -0.957 -3.829 2.818  0.02
H: -1.250 6.996 1.696  0.30
C: -0.928 0.310 0.402  -0.50
C: 1.931 2.055 -3.183  0.84
C: 0.244 -0.330 0.773  0.21
H: -2.690 2.336 -2.599  0.28
O: 3.670 -5.690 2.237  -0.59
C: -2.400 -6.560 -0.496  -0.41
H: 1.209 -2.247 0.970  -0.14
C: -1.781 7.427 0.842  -0.67
C: 3.884 -1.527 1.893  0.90
H: 1.596 4.797 -0.611  0.16
H: -5.759 -5.737 -0.057  0.36
C: -2.104 -4.150 4.618  0.53
C: 0.590 4.749 -1.017  0.68
H: 2.310 0.549 -1.701  0.31
C: -1.513 -4.626 3.309  -0.16
H: -1.885 -5.474 -3.671  0.36
H: 1.642 6.074 -3.754  0.28
H: 4.856 -1.675 3.808  0.39
H: 1.134 -3.932 -4.534  0.32
H: -0.730 -3.486 0.084  0.90
H: -2.562 -7.638 -0.407  0.43
O: 3.313 6.179 3.550  -0.56
O: -1.997 2.317 0.093  -0.57
O: -4.201 3.304 -4.352  -0.60
H: 5.334 -0.053 1.483  0.49
H: -2.939 0.135 -0.340  0.53
C: 2.848 -5.817 1.360  0.55
O: 0.780 1.877 -3.529  -0.60
C: -3.217 6.972 0.773  0.68
H: 3.363 -2.626 3.617  0.27
H: -1.367 -5.508 6.123  0.30
H: 1.712 2.051 -1.055  -0.08
H: -2.773 6.007 -3.351  0.24
H: 4.050 -7.196 0.255  0.36
H: 2.569 2.640 -5.117  0.36
C: 2.905 2.758 -4.089  -1.23
C: -3.086 5.390 -4.188  -1.00
C: -1.958 -1.753 -0.142  -0.86
C: 1.584 6.462 -2.733  -1.53
O: 0.015 2.372 0.813  -0.51
O: -4.131 7.762 0.867  -0.58
O: -3.545 -4.603 0.129  -0.47
H: -1.735 -3.869 6.705  0.33
O: -0.737 6.231 -2.307  -0.53
H: 3.086 4.782 5.687  0.34

Atoms 1-3, force components in eV/Å:
H 0.021 0.076 -0.074
O -0.046 0.343 0.088
H -0.150 -0.045 0.233


# C6H11N

2 unconnected molecules or ions with the total composition C6H11N (ωB97M-V/def2-TZVPD, the OMol25 dataset).

Properties
LUMO level (spin up / spin down) = -1.0 / -1.0 eV
highest occupied orbital energy (spin up / spin down) = -9.69 / -9.77 eV

Each line ends with the Mulliken charge.
Positions of all 18 atoms, in Å:
H: 3.161 -1.602 -0.353  0.23
C: -0.737 -1.419 0.628  -1.56
H: -0.086 -2.239 0.943  0.39
C: -0.804 0.791 -0.697  -0.69
C: 2.748 -1.090 -1.248  -0.45
H: -1.498 0.320 -1.402  0.38
H: -2.285 1.002 0.892  0.30
H: -1.492 -1.829 -0.049  0.36
H: -0.894 2.089 1.046  0.32
H: 0.606 -0.810 -0.929  0.13
C: 0.060 -0.334 -0.101  0.98
C: -1.573 1.615 0.330  -1.18
H: -2.141 2.408 -0.165  0.37
N: 1.911 0.667 1.480  -0.46
H: -1.241 -1.027 1.515  0.37
H: -0.158 1.449 -1.290  0.31
H: 3.273 -0.112 -1.216  0.23
C: 1.092 0.229 0.792  -0.03

Atoms 1-3, force components in eV/Å:
H -0.120 -0.013 -0.187
C -0.085 -0.091 0.050
H -0.064 0.134 -0.037


ΔE to the lowest compared entry with this formula, charge and spin? In order: 315.0; 6.2; 0.0; 467.1 kJ/mol.
Energy? In order: -271.6327; -3996.6625; -2368.2455; -289.7938 Eh.